The following is a quantum chemistry calculation of C11H14BF3N6O3OsS as an isolated structure in a non-equilibrium geometry, from the Open Molecules 2025 dataset.

Cartesian coordinates (Å):
H 1.021 0.750 3.633
N 0.227 -0.329 1.995
B 0.180 -2.280 0.163
N 0.405 -1.650 1.594
C 0.727 -2.375 2.681
Os -1.227 1.010 1.697
H 0.787 -3.447 2.580
C 1.005 -1.508 3.729
H 1.361 -1.787 4.695
C 0.786 -0.221 3.245
H -0.104 -3.454 0.342
C 0.674 3.091 -3.876
H 0.201 4.062 -3.695
H 0.246 2.343 -3.201
H 0.449 2.786 -4.899
N 1.364 -2.430 -0.909
N -1.107 -1.489 -0.226
N 2.064 -1.326 -1.348
N -1.353 -0.133 -0.004
C 1.835 -3.535 -1.580
C -2.220 -2.055 -0.725
H 1.450 -4.521 -1.401
H -2.253 -3.125 -0.855
C 2.832 -3.136 -2.473
C -3.143 -1.054 -1.006
C 2.927 -1.736 -2.290
C -2.544 0.140 -0.629
H 3.407 -3.735 -3.163
H -4.098 -1.165 -1.470
H 3.594 -1.062 -2.832
H -2.831 1.161 -0.776
H 1.689 3.149 -3.768
F -0.633 5.559 1.679
C -0.798 4.404 2.365
F 0.309 4.157 3.107
F -1.885 4.475 3.169
S -1.082 3.161 0.972
O -2.108 3.836 0.183
O 0.247 2.887 0.371
O -2.402 0.581 2.924

Cartesian forces (eV/Å) of the 3 atoms listed first:
H -0.3 0.3 0.5
N 2.9 -0.6 0.5
B -0.8 -0.6 1.0

## Properties
HOMO-LUMO gap (spin up / spin down)	0.25934 / 0.21216	Eh
HOMO energy (spin up / spin down)	-15.8350 / -16.6511	eV
net charge	+2
2S+1	5
energy above the lowest of the compared OMol25 structures with the same formula, charge and spin	372.8	kJ/mol
DFT total energy	-48824.73516	eV
⟨S²⟩	6.054